Molecular formula: C49H63BrINO5P2SSiZr
Method: DFT, ωB97M-V/def2-TZVPD

Summary:
highest occupied orbital energy = -7.86 eV
ΔE to the lowest compared entry with this formula, charge and spin = 40.00 kJ/mol
electronic energy = -180287.9097 eV
E_LUMO = -0.31 eV
total charge = 0

```
125
Properties=species:S:1:pos:R:3:mulliken_charge:R:1
Zr -0.302 -0.476 0.251 -0.91
O 2.104 -0.761 0.225 -0.60
H 2.376 -1.584 0.675 0.30
H 2.268 -0.911 -0.724 0.31
O -1.535 -0.381 3.068 -0.68
H -2.481 -0.527 2.913 0.24
H -1.244 -1.013 3.737 0.18
I 0.366 -2.716 2.021 -0.59
Br -2.868 -0.655 0.383 -0.77
C 3.744 1.158 -2.701 -1.12
C 2.628 0.857 -3.470 -0.75
C 1.365 0.897 -2.918 -0.20
C 1.182 1.255 -1.568 -0.55
C 2.311 1.647 -0.834 0.72
C 3.573 1.569 -1.390 -0.17
N -0.068 1.179 -0.962 2.37
C -1.110 1.631 -1.798 -0.81
C -2.057 0.785 -2.383 0.90
C -3.076 1.316 -3.155 -0.69
C -3.159 2.680 -3.376 -0.87
C -2.198 3.521 -2.838 -0.84
C -1.177 3.004 -2.065 -0.51
H 4.737 1.084 -3.120 0.42
H 2.751 0.562 -4.503 0.47
H 0.500 0.618 -3.508 0.46
H 2.185 1.998 0.184 -0.51
H 4.432 1.812 -0.784 0.41
H -1.967 -0.292 -2.275 -0.02
H -3.809 0.657 -3.595 0.35
H -3.960 3.087 -3.976 0.43
H -2.239 4.585 -3.023 0.42
H -0.409 3.645 -1.648 0.55
C -1.580 -5.737 0.026 -1.35
C -2.768 -4.866 -0.358 1.79
C -3.871 -5.728 -0.983 -1.81
C -3.324 -4.129 0.860 -1.45
O -2.394 -3.867 -1.299 0.94
Si -1.178 -3.558 -2.318 -1.29
S 0.139 -2.059 -1.672 0.67
O -0.375 -4.931 -2.657 -0.06
C 0.993 -5.218 -2.878 1.71
C 1.057 -6.681 -3.335 -1.90
C 1.756 -5.048 -1.562 -1.06
C 1.570 -4.297 -3.954 -1.26
O -1.791 -2.853 -3.641 0.14
C -2.926 -3.201 -4.410 1.78
C -2.749 -2.527 -5.773 -1.84
C -3.028 -4.714 -4.583 -1.41
C -4.167 -2.661 -3.700 -0.72
H -1.855 -6.432 0.811 0.54
H -0.764 -5.118 0.384 0.01
H -1.242 -6.290 -0.844 0.22
H -4.269 -6.419 -0.244 0.47
H -3.481 -6.307 -1.817 0.33
H -4.681 -5.096 -1.338 0.32
H -3.771 -4.827 1.561 0.43
H -4.075 -3.417 0.533 0.28
H -2.532 -3.587 1.368 0.01
H 0.571 -7.317 -2.598 0.34
H 2.090 -7.001 -3.444 0.42
H 0.545 -6.806 -4.286 0.38
H 1.339 -5.714 -0.811 0.25
H 1.650 -4.021 -1.219 0.02
H 2.811 -5.268 -1.694 0.56
H 0.972 -4.367 -4.859 0.27
H 2.595 -4.578 -4.176 0.54
H 1.553 -3.264 -3.615 0.07
H -1.864 -2.919 -6.269 0.39
H -2.624 -1.455 -5.637 0.29
H -3.621 -2.713 -6.395 0.42
H -2.123 -5.098 -5.047 0.22
H -3.886 -4.969 -5.201 0.55
H -3.139 -5.186 -3.613 0.01
H -4.090 -1.581 -3.607 -0.18
H -4.222 -3.079 -2.701 -0.09
H -5.064 -2.912 -4.257 0.53
C 1.005 3.208 2.193 -2.48
P 0.166 1.530 2.200 2.61
C -1.455 2.286 2.637 1.23
C -2.277 2.507 1.531 -0.32
C -3.524 3.086 1.684 -0.81
C -3.976 3.418 2.950 -0.66
C -3.152 3.238 4.047 -0.94
C -1.884 2.705 3.892 -1.18
C 1.017 0.762 3.639 2.14
C 2.269 0.241 3.297 -0.66
C 3.046 -0.419 4.231 -1.21
C 2.590 -0.554 5.532 -0.90
C 1.341 -0.066 5.875 -0.87
C 0.544 0.564 4.932 -0.92
P 2.883 3.296 2.244 0.07
C 3.034 4.785 1.165 0.69
C 2.213 5.900 1.311 -0.04
C 2.333 6.970 0.443 -0.85
C 3.267 6.938 -0.581 -0.52
C 4.100 5.843 -0.717 -0.76
C 3.985 4.774 0.154 -0.32
C 3.050 4.125 3.878 0.28
C 2.514 3.537 5.021 0.10
C 2.645 4.146 6.255 -0.84
C 3.320 5.350 6.368 -0.58
C 3.899 5.916 5.245 -0.66
C 3.782 5.301 4.012 -0.61
H 0.611 3.765 3.048 1.16
H 0.684 3.697 1.267 1.02
H -1.921 2.245 0.538 0.25
H -4.136 3.274 0.813 0.55
H -4.956 3.850 3.083 0.40
H -3.490 3.529 5.031 0.45
H -1.238 2.637 4.753 0.31
H 2.629 0.350 2.279 0.49
H 4.002 -0.833 3.942 0.52
H 3.194 -1.055 6.273 0.44
H 0.972 -0.177 6.884 0.46
H -0.445 0.883 5.216 0.29
H 1.491 5.938 2.116 0.44
H 1.697 7.834 0.565 0.43
H 3.360 7.775 -1.258 0.39
H 4.839 5.824 -1.503 0.42
H 4.640 3.923 0.056 0.39
H 1.982 2.601 4.952 0.47
H 2.206 3.684 7.128 0.45
H 3.415 5.840 7.325 0.39
H 4.434 6.853 5.322 0.41
H 4.242 5.756 3.145 0.45
```

Molecular formula: C49H64N4O4P2Ti
Method: DFT, ωB97M-V/def2-TZVPD

Summary:
multiplicity = 3
highest occupied orbital energy (spin up / spin down) = -0.12 / -1.71 eV
ΔE to the lowest compared entry with this formula, charge and spin = 108.73 kJ/mol
electronic energy = -107693.6250 eV
<S²> = 2.041
E_LUMO (spin up / spin down) = 3.93 / 3.93 eV
total charge = -2

```
124
Properties=species:S:1:pos:R:3:mulliken_charge:R:1
Ti 0.416 0.015 -1.049 -0.52
N 1.841 -1.095 0.394 -0.18
C 1.342 -2.326 0.860 0.99
C 1.088 -2.488 2.220 -0.39
C 0.604 -3.693 2.706 -0.65
C 0.360 -4.737 1.829 -0.90
C 0.598 -4.561 0.470 -0.81
C 1.101 -3.367 -0.045 0.68
C 1.396 -3.195 -1.504 1.08
C 1.868 -4.321 -2.192 -0.61
C 2.125 -4.268 -3.552 -0.80
C 1.912 -3.069 -4.218 -0.98
C 1.479 -1.953 -3.514 -0.46
C 1.210 -1.939 -2.133 0.64
H 2.601 -1.202 -0.271 -0.30
H 2.069 -0.413 1.134 -0.41
H 1.289 -1.657 2.888 0.12
H 0.407 -3.804 3.766 0.39
H -0.041 -5.676 2.193 0.36
H 0.371 -5.361 -0.223 0.50
H 2.049 -5.243 -1.649 0.47
H 2.488 -5.143 -4.080 0.35
H 2.091 -3.002 -5.287 0.41
H 1.347 -1.039 -4.088 0.11
O 1.058 0.986 -2.657 0.88
C 0.385 1.293 -3.680 -0.64
C -0.860 0.757 -4.072 1.01
C -1.352 1.082 -5.376 -1.19
C -2.503 0.480 -5.857 -1.00
C -3.155 -0.472 -5.034 -0.40
C -2.713 -0.774 -3.780 -0.60
C -1.564 -0.139 -3.218 0.57
O -1.212 -0.393 -1.994 0.47
N -3.016 0.760 -7.115 0.84
O -2.396 1.609 -7.842 -0.82
O -4.081 0.162 -7.515 -0.82
H 0.835 2.036 -4.355 0.14
H -0.819 1.773 -6.013 0.52
H -4.029 -0.953 -5.453 0.54
H -3.226 -1.504 -3.165 0.31
C 3.570 1.071 3.517 -1.20
C 2.331 1.839 3.873 1.26
C 2.201 2.395 5.127 -0.56
C 1.064 3.111 5.500 -1.16
C 0.059 3.228 4.555 -0.35
C 0.127 2.685 3.275 0.87
C -1.089 2.864 2.406 -0.76
C 1.299 1.968 2.871 -0.76
N 1.590 1.338 1.711 -0.86
H 4.273 1.061 4.354 0.38
H 4.062 1.505 2.644 0.01
H 3.334 0.038 3.237 0.08
H 3.016 2.261 5.835 0.30
H 0.964 3.542 6.488 0.33
H -0.857 3.751 4.820 0.35
H -1.958 3.056 3.038 0.52
H -1.309 1.982 1.808 -0.95
H -0.995 3.701 1.709 0.58
C 0.763 3.499 -0.243 -1.92
C 0.303 2.073 -0.240 0.49
N 0.653 1.234 0.658 1.80
H 1.459 3.732 0.571 0.22
H -0.092 4.177 -0.186 0.41
H 1.241 3.699 -1.208 0.45
C 5.328 -1.001 -3.706 -1.12
C 5.674 -0.438 -2.326 -0.75
P 4.224 0.415 -1.571 0.78
C 4.939 1.070 0.010 -0.52
C 6.423 1.417 0.107 -1.60
C 4.020 1.913 -2.621 -0.05
C 5.206 2.845 -2.846 -1.44
H 6.159 -1.573 -4.124 0.42
H 5.094 -0.199 -4.411 0.28
H 4.453 -1.652 -3.655 0.15
H 6.559 0.201 -2.375 0.49
H 5.914 -1.258 -1.642 0.36
H 4.695 0.321 0.768 0.28
H 4.311 1.926 0.278 0.38
H 7.048 0.540 -0.070 0.28
H 6.663 1.791 1.106 0.40
H 6.720 2.179 -0.613 0.25
H 3.177 2.446 -2.175 -0.07
H 3.632 1.540 -3.573 0.40
H 5.479 3.367 -1.929 0.26
H 4.968 3.605 -3.595 0.42
H 6.087 2.303 -3.197 0.30
C -4.926 -2.430 1.995 -1.90
C -3.737 -2.052 1.112 2.60
C -2.534 -2.887 1.564 -2.31
C -4.018 -2.409 -0.353 -1.71
P -3.119 -0.271 1.183 1.24
C -3.046 0.004 3.001 0.22
C -1.760 -0.021 3.542 -0.39
C -1.539 0.194 4.897 -0.52
C -2.613 0.440 5.736 -1.06
C -3.903 0.465 5.219 -0.68
C -4.116 0.246 3.865 -0.30
C -4.453 0.878 0.498 2.24
C -4.140 1.002 -1.004 -2.09
C -5.923 0.491 0.669 -1.93
C -4.239 2.269 1.104 -1.73
H -5.094 -3.511 1.919 0.53
H -5.850 -1.933 1.703 0.27
H -4.726 -2.202 3.043 0.35
H -2.770 -3.952 1.464 0.75
H -2.281 -2.694 2.609 0.30
H -1.648 -2.684 0.960 0.06
H -4.168 -3.491 -0.440 0.63
H -3.175 -2.133 -0.991 -0.13
H -4.913 -1.919 -0.736 0.29
H -0.914 -0.164 2.878 0.33
H -0.524 0.220 5.275 0.45
H -2.444 0.634 6.789 0.35
H -4.745 0.663 5.872 0.45
H -5.125 0.269 3.478 0.15
H -4.244 0.060 -1.537 0.27
H -3.119 1.352 -1.162 0.16
H -4.832 1.719 -1.459 0.58
H -6.169 -0.431 0.142 0.36
H -6.545 1.285 0.239 0.51
H -6.213 0.377 1.713 0.18
H -3.223 2.622 0.933 0.21
H -4.435 2.295 2.178 0.31
H -4.920 2.970 0.612 0.61
```